Entry 1:
Here is a cluster of 16 separate species, C37H57I2N17O6S in total from the OMol25 dataset. Energies are from ωB97M-V/def2-TZVPD.

For the molecular weight, the calculation gives 1121.85 g mol⁻¹. The maximum force is 0.7 eV Å⁻¹. As for the net charge: 0. The calculation puts the orbital gap at 8.05 eV.

```
120
C37H57I2N17O6S (ωB97M-V/def2-TZVPD)
C 4.900 -0.210 -0.119
C 3.476 -0.046 -0.689
I 3.448 1.409 -2.272
C 2.464 0.248 0.423
I 2.963 2.048 1.476
C 0.965 0.264 0.087
O 0.591 1.486 -0.612
S -0.939 1.836 -0.742
O -1.510 1.964 0.573
O -1.018 2.909 -1.693
C -1.605 0.347 -1.497
N -1.365 0.408 -2.935
C -1.085 -0.919 -0.777
O -1.709 -0.900 0.522
N -1.699 -2.172 1.092
O -2.196 -2.157 2.155
C 0.453 -0.962 -0.677
O 0.953 -1.009 -2.007
H 4.892 -0.183 0.974
H 5.558 0.596 -0.466
H 5.340 -1.140 -0.477
H 3.176 -0.997 -1.142
H 2.575 -0.553 1.169
H 0.434 0.282 1.052
H -2.686 0.418 -1.295
H -1.295 -0.542 -3.286
H -0.449 0.806 -3.125
H -1.452 -1.813 -1.305
H 0.761 -1.854 -0.112
H 1.276 -1.884 -2.212
C 0.053 -3.664 3.526
C 0.910 -3.002 2.555
N 1.519 -2.469 1.739
H 0.276 -4.723 3.631
H 0.152 -3.191 4.503
H -0.981 -3.568 3.200
C 0.451 5.773 -1.200
C 1.727 6.303 -0.749
N 2.725 6.741 -0.388
H 0.249 4.796 -0.767
H -0.361 6.439 -0.908
H 0.433 5.662 -2.284
C 5.155 -3.619 4.922
C 5.293 -2.713 3.790
N 5.401 -2.001 2.897
H 5.063 -3.052 5.847
H 4.264 -4.233 4.798
H 6.026 -4.268 4.990
C 1.538 0.881 4.877
C 1.323 -0.395 5.542
N 1.150 -1.443 5.979
H 1.702 1.691 5.585
H 2.416 0.801 4.239
H 0.687 1.134 4.246
C 4.960 -1.238 -5.502
C 5.576 -1.284 -4.186
N 6.015 -1.276 -3.126
H 5.167 -0.280 -5.978
H 5.349 -2.035 -6.135
H 3.882 -1.356 -5.392
C -0.081 8.215 -4.329
C -0.166 7.231 -5.398
N -0.237 6.413 -6.200
H 0.770 7.996 -3.686
H 0.023 9.225 -4.722
H -0.989 8.177 -3.730
C -1.518 6.654 -9.425
C -1.895 5.847 -10.576
N -2.194 5.197 -11.474
H -2.345 7.274 -9.086
H -1.236 6.018 -8.587
H -0.667 7.288 -9.671
C -4.067 5.112 -5.864
C -4.034 6.270 -6.747
N -4.008 7.176 -7.451
H -4.689 5.319 -4.996
H -4.475 4.253 -6.394
H -3.058 4.874 -5.529
C 0.672 -2.495 -7.401
C 1.337 -2.549 -6.107
N 1.875 -2.593 -5.094
H 0.931 -1.570 -7.914
H 0.982 -3.338 -8.016
H -0.408 -2.534 -7.269
C 0.823 5.071 4.299
C 2.152 4.509 4.495
N 3.203 4.072 4.649
H 0.894 5.999 3.733
H 0.199 4.371 3.745
H 0.358 5.280 5.261
C -3.511 -5.229 5.570
C -2.182 -5.752 5.306
N -1.130 -6.162 5.095
H -3.599 -4.199 5.228
H -4.263 -5.840 5.069
H -3.736 -5.247 6.633
C -4.728 -1.033 6.914
C -4.874 -2.381 7.445
N -4.989 -3.445 7.860
H -4.438 -0.349 7.710
H -3.963 -1.015 6.140
H -5.671 -0.696 6.486
C 1.755 3.689 -7.056
C 3.033 3.025 -6.837
N 4.029 2.481 -6.661
H 1.859 4.503 -7.771
H 1.031 2.977 -7.448
H 1.365 4.101 -6.127
C -4.599 -10.013 4.678
C -5.177 -8.682 4.798
N -5.630 -7.631 4.892
H -4.130 -10.300 5.618
H -5.375 -10.736 4.436
H -3.846 -10.022 3.892
C -3.060 -6.702 9.034
C -3.234 -8.042 9.576
N -3.373 -9.103 9.990
H -2.774 -6.001 9.817
H -2.281 -6.697 8.272
H -3.990 -6.348 8.591
```

Entry 2:
Here is a cluster of 11 separate species, C37H59Br22N3S in total from the OMol25 dataset. Energies are from ωB97M-V/def2-TZVPD.

As for the structure (SMILES): CCCN[C@@](S)(C#N)[C@](C#N)(Cc1ccccc1)/C(Br)=C(\C)Br.BrCCBr.BrCCBr.BrCCBr.BrCCBr.BrCCBr.BrCCBr.BrCCBr.BrCCBr.BrCCBr.BrCCBr. For the molecular weight, the calculation gives 2335.85 g mol⁻¹. The maximum force is 1.6 eV Å⁻¹. As for the net charge: 0. The calculation puts the orbital gap at 9.00 eV.

```
122
C37H59Br22N3S (ωB97M-V/def2-TZVPD)
C 3.389 -0.447 -3.123
C 3.153 0.902 -3.791
C 2.573 1.958 -2.827
N 1.201 2.234 -3.238
C 0.448 3.344 -2.584
S 1.189 3.990 -1.056
C 0.420 4.442 -3.544
N 0.341 5.343 -4.252
C -1.052 2.780 -2.338
C -0.859 1.326 -2.154
N -0.710 0.199 -2.011
C -1.907 2.885 -3.617
C -3.206 2.116 -3.548
C -3.211 0.829 -4.087
C -4.339 0.064 -4.089
C -5.499 0.619 -3.565
C -5.517 1.879 -3.028
C -4.344 2.659 -2.994
C -1.726 3.332 -1.069
Br -1.740 2.181 0.460
C -2.242 4.553 -0.945
C -2.261 5.576 -2.044
Br -3.015 5.156 0.669
H 2.436 -0.918 -2.906
H 3.896 -1.110 -3.807
H 3.970 -0.320 -2.217
H 2.407 0.722 -4.562
H 4.023 1.282 -4.306
H 2.609 1.515 -1.842
H 3.216 2.835 -2.888
H 1.203 2.429 -4.230
H 1.448 2.834 -0.438
H -1.321 2.412 -4.402
H -2.070 3.903 -3.938
H -2.292 0.432 -4.490
H -4.311 -0.922 -4.517
H -6.419 0.056 -3.595
H -6.450 2.257 -2.667
H -4.290 3.651 -2.591
H -1.276 5.816 -2.416
H -2.944 5.268 -2.826
H -2.671 6.492 -1.640
Br 6.462 -0.216 -6.282
C 7.485 -0.026 -4.638
C 7.885 -1.364 -4.075
Br 6.398 -2.263 -3.202
H 6.877 0.555 -3.953
H 8.367 0.546 -4.914
H 8.641 -1.239 -3.302
H 8.258 -2.040 -4.836
Br -5.034 6.588 3.138
C -6.490 7.535 2.266
C -5.981 8.553 1.283
Br -5.291 10.140 2.171
H -7.093 7.972 3.054
H -7.066 6.767 1.753
H -6.793 8.905 0.650
H -5.178 8.166 0.664
Br 4.047 -5.025 -2.938
C 5.576 -5.706 -1.944
C 5.690 -7.203 -2.025
Br 4.470 -8.165 -0.853
H 5.496 -5.333 -0.929
H 6.437 -5.254 -2.431
H 6.677 -7.521 -1.697
H 5.507 -7.568 -3.030
Br -5.396 2.786 -0.353
C -5.383 2.183 1.504
C -6.668 1.503 1.885
Br -8.116 2.772 2.183
H -5.163 3.048 2.123
H -4.555 1.479 1.560
H -6.544 0.977 2.830
H -7.015 0.813 1.125
Br -10.782 3.709 5.059
C -9.251 2.637 5.594
C -8.230 3.455 6.341
Br -7.207 4.587 5.137
H -8.849 2.196 4.689
H -9.653 1.855 6.234
H -7.501 2.807 6.821
H -8.681 4.106 7.082
Br 5.556 6.297 -4.437
C 4.304 6.067 -5.908
C 3.427 4.863 -5.706
Br 4.382 3.202 -6.062
H 4.894 6.005 -6.816
H 3.704 6.974 -5.924
H 2.596 4.877 -6.406
H 3.045 4.795 -4.694
Br 6.781 -6.487 1.617
C 6.421 -8.255 2.337
C 6.233 -8.222 3.829
Br 7.923 -8.030 4.772
H 7.246 -8.891 2.033
H 5.509 -8.583 1.844
H 5.813 -9.163 4.176
H 5.601 -7.402 4.152
Br 7.281 -7.954 8.550
C 9.101 -8.612 8.396
C 10.092 -7.679 9.038
Br 10.411 -6.108 7.938
H 9.291 -8.758 7.338
H 9.104 -9.575 8.901
H 11.059 -8.165 9.139
H 9.761 -7.323 10.007
Br -6.273 -0.671 4.947
C -7.225 -2.304 4.473
C -6.512 -3.082 3.401
Br -6.735 -2.295 1.638
H -8.228 -2.008 4.186
H -7.266 -2.886 5.390
H -6.931 -4.083 3.323
H -5.444 -3.148 3.578
Br 1.252 -3.558 3.103
C -0.306 -4.174 2.111
C -0.389 -5.674 2.073
Br 0.886 -6.432 0.816
H -0.241 -3.733 1.124
H -1.163 -3.758 2.635
H -1.367 -5.990 1.719
H -0.187 -6.128 3.037
```